312
Properties=species:S:1:pos:R:3 method="wB97M-V/def2-TZVPD" e_homo_ev=-8.5 energy_ev=-147797.774 molar_mass_g_mol=1653.5 de_lowest_kcal_mol=29.0 gap_ev=9.04 max_force_ev_per_a=3.7
C -16.536 0.507 34.403
C -16.253 1.847 33.677
C -15.016 1.587 32.839
O -17.398 2.185 32.828
H -15.676 0.164 34.927
H -16.763 -0.273 33.659
H -17.329 0.584 35.178
H -16.151 2.726 34.383
H -15.213 0.655 32.243
H -14.013 1.248 33.299
H -14.831 2.396 32.136
H -18.177 1.849 33.294
C -14.560 13.660 24.886
C -15.036 12.237 25.007
C -14.243 11.345 23.994
O -14.938 11.705 26.380
H -14.991 14.156 24.019
H -13.428 13.745 24.763
H -14.937 14.161 25.750
H -16.080 12.243 24.812
H -14.436 11.797 22.967
H -14.477 10.244 24.031
H -13.185 11.544 24.158
H -14.226 12.269 26.765
C -21.836 9.314 25.070
C -20.365 9.674 24.983
C -19.963 11.080 25.525
O -19.610 8.690 25.657
H -22.177 9.167 26.140
H -22.017 8.395 24.498
H -22.480 10.207 24.686
H -20.032 9.711 23.945
H -20.084 11.159 26.574
H -20.749 11.800 25.106
H -19.007 11.469 25.184
H -20.037 8.473 26.530
C -7.861 5.561 25.003
C -8.675 4.486 25.710
C -7.843 3.237 25.930
O -9.229 4.983 26.932
H -6.843 5.621 25.367
H -8.226 6.589 25.210
H -7.893 5.392 23.919
H -9.442 4.247 24.945
H -7.011 3.529 26.565
H -7.489 2.752 25.045
H -8.384 2.587 26.558
H -9.968 4.327 27.181
C -17.052 6.890 24.709
C -16.670 8.220 23.861
C -17.563 8.302 22.698
O -16.868 9.408 24.618
H -18.141 6.843 24.691
H -16.766 7.088 25.748
H -16.496 5.948 24.377
H -15.628 8.166 23.568
H -18.623 8.422 22.988
H -17.515 7.487 21.916
H -17.268 9.209 22.076
H -17.575 9.177 25.287
C -21.613 5.749 27.417
C -21.828 6.760 28.546
C -21.649 6.109 29.934
O -20.733 7.642 28.295
H -22.049 6.130 26.551
H -22.113 4.805 27.594
H -20.577 5.520 27.407
H -22.768 7.307 28.505
H -21.616 6.918 30.661
H -20.676 5.572 30.081
H -22.468 5.389 30.130
H -20.865 8.469 28.824
C -17.304 3.273 27.849
C -17.039 4.786 28.032
C -17.040 5.150 29.501
O -15.809 5.092 27.476
H -17.288 2.937 26.778
H -18.283 2.999 28.335
H -16.563 2.750 28.403
H -17.910 5.289 27.635
H -16.802 6.236 29.526
H -16.314 4.487 29.999
H -18.063 4.951 29.934
H -15.416 5.954 27.814
C -6.269 4.346 30.399
C -7.576 3.649 30.485
C -8.797 4.538 30.854
O -7.819 3.015 29.168
H -5.502 3.550 30.315
H -6.130 4.953 31.313
H -6.210 5.051 29.565
H -7.597 2.741 31.095
H -8.911 5.335 30.063
H -8.692 5.067 31.782
H -9.751 4.077 30.876
H -8.009 3.720 28.534
C -12.268 2.624 24.852
C -12.967 3.843 25.552
C -12.829 5.145 24.793
O -14.381 3.514 25.516
H -11.182 2.649 24.991
H -12.521 2.585 23.753
H -12.560 1.697 25.273
H -12.702 3.862 26.609
H -13.201 5.974 25.399
H -13.440 5.067 23.900
H -11.856 5.367 24.417
H -14.945 3.971 26.156
C -11.256 1.343 30.612
C -11.395 1.411 29.118
C -12.760 1.607 28.623
O -10.608 2.482 28.594
H -11.715 2.222 31.040
H -10.223 1.153 30.919
H -11.844 0.555 30.994
H -10.985 0.467 28.670
H -13.392 0.788 29.020
H -12.763 1.463 27.591
H -13.168 2.628 28.958
H -9.734 2.627 29.061
C -10.531 7.657 33.983
C -10.178 8.672 32.944
C -9.443 9.965 33.393
O -9.356 7.969 32.010
H -9.743 7.313 34.596
H -10.959 6.804 33.508
H -11.304 8.151 34.676
H -11.052 9.020 32.386
H -10.079 10.652 33.919
H -9.097 10.372 32.430
H -8.592 9.821 34.021
H -9.415 8.480 31.155
C -16.914 4.820 37.032
C -16.656 5.939 36.028
C -16.116 5.428 34.717
O -17.865 6.690 35.908
H -15.963 4.396 37.407
H -17.465 3.971 36.593
H -17.488 5.162 37.892
H -15.842 6.558 36.444
H -16.972 5.012 34.117
H -15.306 4.737 34.906
H -15.758 6.194 34.079
H -18.198 6.699 34.968
C -13.380 5.248 31.792
O -13.670 6.277 30.814
C -13.175 5.802 29.543
C -13.293 7.032 28.604
N -14.621 7.406 28.434
C -14.901 8.587 27.623
C -16.374 8.866 27.879
O -16.570 9.106 29.280
C -17.974 9.249 29.453
H -13.900 4.273 31.478
H -13.786 5.602 32.718
H -12.294 5.110 31.798
H -13.708 4.925 29.203
H -12.074 5.434 29.626
H -12.844 6.764 27.637
H -12.598 7.807 29.070
H -15.046 7.534 29.343
H -14.787 8.301 26.587
H -14.246 9.382 27.793
H -17.069 7.987 27.600
H -16.631 9.727 27.290
H -18.435 9.984 28.783
H -18.118 9.589 30.474
H -18.415 8.233 29.311
C -18.438 13.350 27.952
O -18.137 12.984 29.308
C -16.915 12.404 29.603
C -16.893 12.142 31.118
N -16.857 13.415 31.790
C -17.042 13.343 33.207
C -17.358 14.651 33.867
O -18.499 15.139 33.286
C -18.889 16.432 33.664
H -18.329 12.494 27.281
H -17.835 14.285 27.669
H -19.482 13.597 27.951
H -16.071 13.123 29.306
H -16.703 11.514 29.013
H -16.025 11.486 31.376
H -17.763 11.528 31.451
H -17.622 13.938 31.407
H -16.187 13.012 33.665
H -17.979 12.820 33.515
H -16.483 15.290 33.539
H -17.471 14.366 34.989
H -18.245 17.148 33.159
H -18.987 16.573 34.742
H -19.882 16.597 33.201
C -11.368 9.400 25.823
O -11.010 9.068 27.131
C -9.736 8.397 27.204
C -9.356 8.085 28.688
N -9.098 9.257 29.592
C -8.025 10.186 29.347
C -6.630 9.609 29.511
O -5.763 10.663 29.546
C -4.402 10.312 29.773
H -10.708 10.223 25.487
H -12.379 9.765 25.792
H -11.304 8.536 25.105
H -8.963 8.949 26.787
H -9.816 7.438 26.745
H -8.441 7.493 28.642
H -10.135 7.517 29.191
H -9.893 9.816 29.711
H -8.114 10.962 30.157
H -7.996 10.723 28.378
H -6.319 8.874 28.742
H -6.602 9.052 30.481
H -3.724 11.069 29.401
H -4.237 9.360 29.409
H -4.189 10.317 30.870
C -12.759 14.908 31.069
O -11.936 13.849 30.693
C -12.291 13.341 29.451
C -11.499 11.995 29.418
N -11.908 10.988 30.487
C -13.275 10.389 30.266
C -13.818 9.635 31.533
O -13.649 10.577 32.604
C -13.722 9.966 33.850
H -12.662 15.656 30.309
H -12.286 15.344 31.977
H -13.772 14.539 31.049
H -12.052 14.027 28.629
H -13.414 13.229 29.432
H -10.471 12.310 29.611
H -11.530 11.484 28.462
H -12.026 11.499 31.341
H -13.081 9.665 29.493
H -14.026 11.089 30.011
H -13.238 8.723 31.682
H -14.851 9.219 31.399
H -14.648 9.554 34.066
H -13.399 10.668 34.668
H -12.949 9.222 33.890
C -20.787 5.278 37.575
O -21.153 5.374 36.237
C -22.168 6.311 36.113
C -22.126 6.854 34.689
N -20.836 7.486 34.660
C -20.555 8.301 33.479
C -19.078 8.620 33.434
O -18.309 7.429 33.293
C -18.435 6.685 32.113
H -20.463 6.205 38.031
H -19.948 4.538 37.596
H -21.674 4.878 38.171
H -21.934 7.148 36.740
H -23.155 5.919 36.438
H -22.905 7.552 34.565
H -22.134 6.082 33.832
H -20.128 6.743 34.877
H -21.148 9.235 33.524
H -20.892 7.799 32.569
H -18.704 9.029 34.409
H -18.905 9.315 32.609
H -19.036 7.315 31.432
H -18.947 5.762 32.306
H -17.451 6.564 31.703
C -14.457 9.380 38.470
O -13.101 8.892 38.639
C -13.044 7.549 38.376
C -11.611 7.281 37.986
N -11.225 5.903 37.850
C -11.729 5.135 36.749
C -10.696 4.289 36.015
O -11.311 3.724 34.886
C -10.413 3.333 33.914
H -14.791 9.290 37.436
H -14.511 10.438 38.722
H -15.119 8.894 39.212
H -13.718 7.152 37.605
H -13.240 6.973 39.316
H -10.913 7.684 38.699
H -11.600 7.881 37.018
H -11.423 5.347 38.667
H -12.273 5.755 35.987
H -12.564 4.472 37.069
H -10.392 3.444 36.586
H -9.898 5.101 35.790
H -10.915 2.722 33.161
H -9.599 2.686 34.355
H -9.946 4.274 33.407
C -25.260 15.058 27.103
O -25.467 13.717 27.438
C -24.937 12.803 26.516
C -24.790 11.420 27.131
N -23.874 11.388 28.255
C -23.809 9.996 28.747
C -23.132 9.813 30.052
O -21.699 9.930 29.840
C -21.139 11.278 30.079
H -25.291 15.701 27.971
H -26.051 15.341 26.428
H -24.280 15.181 26.609
H -23.860 13.147 26.289
H -25.502 12.667 25.564
H -24.518 10.810 26.264
H -25.794 10.946 27.450
H -24.171 12.018 29.031
H -23.202 9.425 28.030
H -24.834 9.649 28.760
H -23.290 8.796 30.420
H -23.452 10.606 30.795
H -20.675 11.281 31.090
H -21.933 12.045 30.045
H -20.426 11.622 29.306